No. 1
Below is 8 unconnected molecules or ions with the total composition C17H53N13O8, with properties calculated with ωB97M-V/def2-TZVPD.

## Properties
SMILES = COC[C@H](C)N.COC[C@H](C)N.COC[C@H](C)N.NC(N)=O.NC(N)=O.NC(N)=O.NC(N)=O.NC(N)=O
LUMO level = 0.13 eV
F_max = 0.0590 Eh/bohr
DFT total energy = -1993.3814 Ha
gap between HOMO and LUMO = 9.2255 eV

Each atom is followed by the atoms it is bonded to, with distances in Å.
Positions of all 91 atoms, in Å:
1 C 1.87936 -3.90529 3.88850  O2 1.404, H7 1.097, H8 1.092, H9 1.095
2 O 0.57807 -3.62077 4.33210  C1 1.404, C3 1.433
3 C -0.36052 -3.36612 3.27920  O2 1.433, C4 1.507, H10 1.096, H11 1.091
4 C -1.42307 -4.43417 3.26217  C3 1.507, C5 1.524, N6 1.502, H12 1.094
5 C -2.55141 -4.14907 2.27814  C4 1.524, H13 1.090, H14 1.094, H15 1.093
6 N -2.04975 -4.64138 4.61162  C4 1.502, H16 1.029, H17 1.029
7 H 2.28587 -4.78849 4.39746  C1 1.097
8 H 2.55787 -3.07701 4.10320  C1 1.092
9 H 1.98647 -4.25072 2.85458  C1 1.095
10 H -0.87500 -2.43924 3.55878  C3 1.096
11 H 0.08870 -3.18066 2.30263  C3 1.091
12 H -1.01881 -5.44204 3.12977  C4 1.094
13 H -3.46202 -3.79088 2.75926  C5 1.090
14 H -2.87727 -5.09084 1.82734  C5 1.094
15 H -2.32374 -3.50023 1.42871  C5 1.093
16 H -1.26456 -5.09950 5.09371  N6 1.029
17 H -1.92642 -3.79924 5.18971  N6 1.029
18 C 3.96608 -7.23976 -5.10648  O19 1.414, H24 1.100, H25 1.085, H26 1.097
19 O 3.26062 -7.21018 -3.88180  C18 1.414, C20 1.404
20 C 3.59980 -6.12207 -3.06151  O19 1.404, C21 1.566, H27 1.092, H28 1.095
21 C 2.90516 -4.78639 -3.49181  C20 1.566, C22 1.500, N23 1.473, H29 1.093
22 C 2.98351 -3.74704 -2.41353  C21 1.500, H30 1.088, H31 1.094, H32 1.101
23 N 1.47958 -5.06532 -3.73536  C21 1.473, H33 1.018, H34 1.018
24 H 3.73278 -6.27849 -5.58696  C18 1.100
25 H 3.69981 -8.06975 -5.75213  C18 1.085
26 H 5.05029 -7.22004 -4.93836  C18 1.097
27 H 3.20747 -6.30464 -2.05921  C20 1.092
28 H 4.67768 -5.93678 -2.99902  C20 1.095
29 H 3.46181 -4.46016 -4.37450  C21 1.093
30 H 2.32571 -3.81954 -1.55040  C22 1.088
31 H 2.87846 -2.73270 -2.80838  C22 1.094
32 H 4.04515 -3.70265 -2.12705  C22 1.101
33 H 1.42435 -5.87673 -4.34776  N23 1.018
34 H 1.13733 -5.42827 -2.84756  N23 1.018
35 C -2.45360 4.50636 -0.36289  O36 1.414, H41 1.089, H42 1.099, H43 1.089
36 O -2.06107 5.71168 0.26420  C35 1.414, C37 1.409
37 C -0.67895 5.97912 0.20954  O36 1.409, C38 1.515, H44 1.105, H45 1.097
38 C -0.29253 7.13572 1.10887  C37 1.515, C39 1.518, N40 1.472, H46 1.095
39 C -0.91890 8.42091 0.59790  C38 1.518, H47 1.088, H48 1.097, H49 1.091
40 N 1.16885 7.31065 1.09186  C38 1.472, H50 1.017, H51 1.013
41 H -1.78114 3.72169 -0.02031  C35 1.089
42 H -2.49890 4.69783 -1.44442  C35 1.099
43 H -3.49942 4.28002 -0.16022  C35 1.089
44 H -0.17674 5.10270 0.65720  C37 1.105
45 H -0.34526 5.97076 -0.83537  C37 1.097
46 H -0.59549 6.86719 2.12629  C38 1.095
47 H -0.80030 9.32564 1.19050  C39 1.088
48 H -1.99695 8.22209 0.54814  C39 1.097
49 H -0.68493 8.57956 -0.45581  C39 1.091
50 H 1.59685 6.41563 1.31449  N40 1.017
51 H 1.38584 7.96643 1.83240  N40 1.013
52 N 1.07526 -0.11952 3.32957  C53 1.348, H56 1.008, H57 1.006
53 C 0.47299 0.89110 3.98733  N52 1.348, N54 1.362, O55 1.237
54 N -0.70562 1.28866 3.43223  C53 1.362, H58 1.008, H59 1.001
55 O 0.88983 1.42443 5.02288  C53 1.237
56 H 0.71620 -0.59487 2.51624  N52 1.008
57 H 1.84901 -0.52685 3.82778  N52 1.006
58 H -1.04594 0.83742 2.59751  N54 1.008
59 H -1.17034 2.09794 3.79366  N54 1.001
60 N 2.18843 4.29455 -0.84303  C61 1.362, H64 1.006, H65 1.002
61 C 1.52871 3.80771 -1.93020  N60 1.362, N62 1.347, O63 1.246
62 N 2.09783 4.19388 -3.08867  C61 1.347, H66 1.009, H67 1.001
63 O 0.52097 3.07489 -1.93139  C61 1.246
64 H 2.57531 5.18692 -1.10125  N60 1.006
65 H 2.00473 4.13702 0.12957  N60 1.002
66 H 1.57993 3.82952 -3.87403  N62 1.009
67 H 2.69632 4.99588 -3.12227  N62 1.001
68 N -0.16230 0.91347 -3.69526  C69 1.351, H72 1.009, H73 1.014
69 C -1.49773 0.71068 -3.72821  N68 1.351, N70 1.374, O71 1.228
70 N -2.26420 1.70078 -3.16224  C69 1.374, H74 1.003, H75 1.004
71 O -2.02832 -0.23011 -4.31276  C69 1.228
72 H 0.26347 0.44544 -4.48120  N68 1.009
73 H 0.24679 1.65680 -3.13937  N68 1.014
74 H -3.24764 1.51718 -3.09617  N70 1.003
75 H -1.85582 2.47999 -2.67807  N70 1.004
76 N -5.26103 0.95404 1.28760  C77 1.362, H80 1.005, H81 1.003
77 C -3.93255 0.66945 1.38611  N76 1.362, N78 1.361, O79 1.241
78 N -3.66271 -0.52708 1.97624  C77 1.361, H82 1.021, H83 1.000
79 O -3.07387 1.55979 1.28031  C77 1.241
80 H -5.59857 1.89858 1.23025  N76 1.005
81 H -5.89757 0.35207 1.77682  N76 1.003
82 H -2.68421 -0.76524 1.80810  N78 1.021
83 H -4.35260 -1.24264 2.08709  N78 1.000
84 N 0.75207 -0.51818 -0.72679  C85 1.359, H88 1.000, H89 1.003
85 C -0.26055 -0.09966 0.07674  N84 1.359, N86 1.340, O87 1.257
86 N -0.72950 1.13991 -0.11812  C85 1.340, H90 1.019, H91 1.019
87 O -0.63925 -0.84314 1.01725  C85 1.257
88 H 1.30599 -1.30673 -0.46090  N84 1.000
89 H 0.77422 -0.11529 -1.64527  N84 1.003
90 H -1.50806 1.37138 0.49675  N86 1.019
91 H -0.40638 1.82197 -0.80224  N86 1.019

These are the Löwdin partial charges, in e, on atoms 1 to 8: -0.126, -0.180, -0.211, -0.421, -0.068, 0.025, 0.083, 0.078

=====

No. 2
Below is 3 unconnected molecules or ions with the total composition C3H11NO3, with properties calculated with ωB97M-V/def2-TZVPD.

## Properties
LUMO level = -3.56 eV
F_max = 0.1184 Eh/bohr
DFT total energy = -401.1688 Ha
gap between HOMO and LUMO = 5.1487 eV

Each atom is followed by the atoms it is bonded to, with distances in Å.
Positions of all 18 atoms, in Å:
1 O 1.05411 -0.74101 2.84592  C2 1.228
2 C 0.30603 -1.30130 2.04953  O1 1.228, C3 1.828, H6 1.105, H17 1.099
3 C -0.54882 -0.12836 0.93823  C2 1.828, C4 1.544, N5 1.317, H7 1.092
4 C 0.62336 0.78632 0.52307  C3 1.544, H8 1.099, H9 1.100, H10 1.076
5 N -1.00201 -0.78722 -0.10832  C3 1.317, H11 1.048, H12 1.008
6 H -0.52596 -1.87476 2.49642  C2 1.105
7 H -1.36158 0.39519 1.44551  C3 1.092
8 H 0.16947 1.74035 0.21942  C4 1.099
9 H 1.00956 0.46192 -0.45415  C4 1.100
10 H 1.34009 0.81916 1.32465  C4 1.076
11 H -0.34200 -0.81899 -0.92157  N5 1.048
12 H -1.69112 -1.50835 0.04016  N5 1.008
13 H 0.03669 1.18383 -2.19369  O15 1.050
14 H -1.10221 2.29825 -2.46763  O15 0.959
15 O -0.38102 2.09106 -1.87004  H13 1.050, H14 0.959
16 H 1.07353 -0.49472 -2.95034  O18 0.962
17 H 0.84875 -1.92714 1.32727  C2 1.099
18 O 0.49315 -0.19424 -2.24442  H16 0.962

These are the Löwdin partial charges, in e, on atoms 1 to 8: 0.054, -0.266, -0.249, -0.029, 0.215, 0.133, 0.175, 0.090

=====

No. 3
Below is 4 unconnected molecules or ions with the total composition C20H47NO6S3, with properties calculated with ωB97M-V/def2-TZVPD.

## Properties
LUMO level = 0.15 eV
F_max = 0.0371 Eh/bohr
DFT total energy = -2490.8901 Ha
gap between HOMO and LUMO = 8.6155 eV

Each atom is followed by the atoms it is bonded to, with distances in Å.
Positions of all 77 atoms, in Å:
1 C -0.84975 -2.48226 1.61642  C2 1.534, H16 1.086, H17 1.086, H18 1.085
2 C -2.20904 -1.86594 1.96872  C1 1.534, N3 1.493, H19 1.089, H20 1.088
3 N -2.31097 -0.41784 1.62032  C2 1.493, C4 1.479, C6 1.385
4 C -2.78659 0.37437 2.77463  N3 1.479, C5 1.534, H21 1.088, H22 1.092
5 C -2.52253 1.87880 2.63502  C4 1.534, H23 1.087, H24 1.086, H25 1.086
6 C -2.98482 -0.24131 0.42293  N3 1.385, S7 1.640, S8 1.784
7 S -2.53810 -1.05042 -0.93213  C6 1.640
8 S -4.34286 0.91458 0.37300  C6 1.784, C9 1.811
9 C -5.44931 0.11772 -0.81944  S8 1.811, C10 1.532, H26 1.084, H27 1.087
10 C -6.30923 -0.99798 -0.21594  C9 1.532, C11 1.515, H28 1.090, H29 1.089
11 C -6.84506 -0.71185 1.17206  C10 1.515, O12 1.452, H30 1.087, H31 1.090
12 O -7.87552 -1.67231 1.52456  C11 1.452, S13 1.621
13 S -7.24676 -2.96065 2.28051  O12 1.621, O14 1.447, O15 1.605
14 O -6.80684 -3.89990 1.27206  S13 1.447
15 O -8.66117 -3.52340 2.79059  S13 1.605, H32 0.967
16 H -0.91362 -2.98442 0.65528  C1 1.086
17 H -0.13236 -1.67389 1.51003  C1 1.086
18 H -0.52415 -3.18520 2.37671  C1 1.085
19 H -3.01454 -2.42434 1.49358  C2 1.089
20 H -2.36704 -1.96313 3.04044  C2 1.088
21 H -2.19976 0.02569 3.62156  C4 1.088
22 H -3.83075 0.16729 3.01764  C4 1.092
23 H -1.77075 2.05900 1.87033  C5 1.087
24 H -2.15424 2.28174 3.57402  C5 1.086
25 H -3.43174 2.40655 2.36456  C5 1.086
26 H -4.82620 -0.30831 -1.59755  C9 1.084
27 H -6.06113 0.91860 -1.22749  C9 1.087
28 H -7.17501 -1.14733 -0.86129  C10 1.090
29 H -5.72660 -1.91781 -0.22975  C10 1.089
30 H -7.31208 0.26857 1.20784  C11 1.087
31 H -6.06863 -0.76213 1.93556  C11 1.090
32 H -8.86905 -4.26214 2.20263  O15 0.967
33 C 2.12095 1.26240 -5.54533  C34 1.520, H38 1.091, H39 1.090, H40 1.091
34 C 2.03224 0.00924 -4.68966  C33 1.520, O35 1.414, H41 1.091, H42 1.096
35 O 1.21104 0.14717 -3.54685  C34 1.414, C36 1.416
36 C -0.14874 0.45869 -3.79146  O35 1.416, C37 1.519, H43 1.097, H44 1.090
37 C -0.88515 -0.58520 -4.61270  C36 1.519, H45 1.091, H46 1.090, H47 1.091
38 H 2.44139 2.11464 -4.94417  C33 1.091
39 H 2.84067 1.11384 -6.35093  C33 1.090
40 H 1.16228 1.51546 -6.00028  C33 1.091
41 H 3.02076 -0.23795 -4.30071  C34 1.091
42 H 1.70934 -0.84502 -5.29626  C34 1.096
43 H -0.23872 1.44801 -4.25602  C36 1.097
44 H -0.60957 0.53018 -2.80608  C36 1.090
45 H -0.49653 -0.65747 -5.63000  C37 1.091
46 H -1.94245 -0.32727 -4.67872  C37 1.090
47 H -0.79392 -1.56779 -4.14772  C37 1.091
48 C 4.85719 -1.59369 2.62328  C49 1.519, H53 1.091, H54 1.090, H55 1.091
49 C 3.42010 -1.28959 3.01088  C48 1.519, O50 1.415, H56 1.090, H57 1.097
50 O 2.56398 -2.41619 2.98413  C49 1.415, C51 1.415
51 C 2.90630 -3.47880 3.85305  O50 1.415, C52 1.520, H58 1.096, H59 1.090
52 C 2.91946 -3.09765 5.32397  C51 1.520, H60 1.091, H61 1.090, H62 1.091
53 H 4.89380 -2.08067 1.64817  C48 1.091
54 H 5.43321 -0.66926 2.57391  C48 1.090
55 H 5.34656 -2.24962 3.34475  C48 1.091
56 H 2.98923 -0.59033 2.29397  C49 1.090
57 H 3.38303 -0.80051 3.99159  C49 1.097
58 H 3.86728 -3.91930 3.56350  C51 1.096
59 H 2.14635 -4.24133 3.68054  C51 1.090
60 H 3.70364 -2.37481 5.55298  C52 1.091
61 H 3.09667 -3.98202 5.93657  C52 1.090
62 H 1.96364 -2.65840 5.61295  C52 1.091
63 C 3.71302 2.45890 -1.83461  C64 1.518, H68 1.090, H69 1.090, H70 1.091
64 C 5.13970 2.84443 -1.48580  C63 1.518, O65 1.417, H71 1.090, H72 1.097
65 O 5.79527 3.60327 -2.48638  C64 1.417, C66 1.415
66 C 5.19723 4.84335 -2.81179  O65 1.415, C67 1.519, H73 1.096, H74 1.090
67 C 5.10825 5.81488 -1.64688  C66 1.519, H75 1.091, H76 1.090, H77 1.091
68 H 3.67843 1.93818 -2.79192  C63 1.090
69 H 3.30151 1.80029 -1.06982  C63 1.090
70 H 3.05919 3.32970 -1.90589  C63 1.091
71 H 5.74471 1.94492 -1.37095  C64 1.090
72 H 5.17061 3.36952 -0.52361  C64 1.097
73 H 4.20689 4.68857 -3.25596  C66 1.096
74 H 5.82964 5.26643 -3.59244  C66 1.090
75 H 4.43924 5.45514 -0.86401  C67 1.091
76 H 4.72603 6.77607 -1.99186  C67 1.090
77 H 6.09246 5.96924 -1.20281  C67 1.091

These are the Löwdin partial charges, in e, on atoms 1 to 8: -0.086, -0.245, -0.188, -0.270, -0.110, -1.021, 0.722, 0.934

=====

No. 4
Below is 2 unconnected molecules or ions with the total composition C2H6O3, with properties calculated with ωB97M-V/def2-TZVPD.

## Properties
charge = +1
LUMO level (spin up / spin down) = -6.25 / -11.30 eV
F_max = 0.1106 Eh/bohr
DFT total energy = -305.0948 Ha
2S+1 = 2
gap between HOMO and LUMO (spin up / spin down) = 9.2623 / 3.6242 eV

Each atom is followed by the atoms it is bonded to, with distances in Å.
Positions of all 11 atoms, in Å:
1 O -2.09859 0.47096 -0.29386  C2 1.250
2 C -0.91080 0.24146 -0.60985  O1 1.250, O3 1.484, C4 1.495
3 O -0.19584 -0.67653 0.31194  C2 1.484, H5 0.983
4 C -0.03369 0.71919 -1.72258  C2 1.495, H6 1.133, H7 1.092, H8 1.100
5 H -1.08586 -0.96215 0.61743  O3 0.983
6 H 0.61431 -0.03724 -2.26257  C4 1.133
7 H -0.61032 1.10986 -2.56405  C4 1.092
8 H 0.63258 1.48382 -1.29688  C4 1.100
9 H 2.21250 0.28000 1.99101  O11 0.961
10 H 2.43718 -0.84746 1.13132  O11 0.922
11 O 2.47776 -0.64327 2.02921  H9 0.961, H10 0.922

These are the Löwdin partial charges, in e, on atoms 1 to 8: 0.394, -0.244, 0.170, 0.073, 0.138, 0.153, 0.115, 0.136